No. 1
Below is a cluster of 2 separate species, C7H17NO in total at a distorted geometry, with properties calculated with ωB97M-V/def2-TZVPD.

Properties
SMILES string = CCN(C)C(C)=O.CC
Total charge = 0
HOMO level = -9.3 eV
Orbital gap = 10.147 eV
Energy above the lowest of the compared OMol25 structures with the same formula, charge and spin = 226.7 kJ/mol

Last column: Mulliken charge in e.
Element x y z (Å)
C1 2.617 1.998 0.838  -0.996
C2 1.446 2.400 0.027  -0.509
N1 0.495 1.294 -0.307  0.092
C3 1.181 0.205 -1.047  -1.244
C4 -0.720 0.822 0.121  0.796
C5 -1.680 1.659 0.951  -1.129
O1 -1.149 -0.275 -0.235  -0.634
H1 3.289 1.152 0.608  0.292
H2 2.202 1.721 1.880  0.262
H3 3.270 2.864 1.242  0.337
H4 1.029 3.297 0.548  0.328
H5 1.577 3.026 -0.912  0.329
H6 1.701 0.585 -1.961  0.328
H7 1.961 -0.297 -0.455  0.310
H8 0.539 -0.449 -1.461  0.465
H9 -1.309 1.568 1.956  0.282
H10 -1.658 2.619 0.475  0.345
H11 -2.648 1.199 0.723  0.296
C6 -0.474 -4.001 -0.212  -0.912
C7 -1.897 -3.440 -0.272  -0.524
H12 0.034 -4.011 -1.177  0.285
H13 0.204 -3.346 0.370  0.226
H14 -0.415 -4.900 0.368  0.350
H15 -2.590 -4.084 -0.810  0.320
H16 -1.772 -2.423 -0.670  0.109
H17 -2.222 -3.300 0.801  0.197


No. 2
Below is a structure of composition C33H32I2N5W at a distorted geometry, with properties calculated with ωB97M-V/def2-TZVPD.

Properties
Total charge = +3
HOMO level (spin up / spin down) = -16.1 / -15.6 eV
Orbital gap (spin up / spin down) = 7.540 / 6.559 eV
Energy above the lowest of the compared OMol25 structures with the same formula, charge and spin = 272.3 kJ/mol
Multiplicity = 3

Last column: Mulliken charge in e.
Element x y z (Å)
W1 0.491 -0.968 -0.174  -0.343
C1 -1.779 -2.514 0.161  -1.080
C2 -2.958 -1.714 0.629  0.520
C3 -4.053 -2.408 1.139  -0.964
C4 -5.196 -1.744 1.539  -0.751
C5 -5.263 -0.363 1.437  -0.834
C6 -4.188 0.347 0.931  -0.073
C7 -3.035 -0.324 0.534  -0.187
N1 -1.913 0.417 -0.038  0.374
C8 -1.158 1.206 0.799  -0.970
N2 -1.466 1.543 2.051  0.378
C9 -0.447 2.325 2.593  0.112
C10 0.533 2.420 1.594  0.473
C11 1.687 3.162 1.766  -0.706
C12 1.831 3.788 2.994  -1.146
C13 0.845 3.720 3.974  -0.768
C14 -0.346 3.020 3.798  0.462
C15 -1.470 3.110 4.769  -1.552
N3 0.079 1.695 0.473  2.025
C16 0.536 2.179 -0.818  -0.337
C17 -0.140 3.272 -1.355  -0.286
C18 0.339 3.888 -2.497  -1.067
C19 1.488 3.408 -3.106  -0.859
C20 2.152 2.316 -2.578  -0.935
C21 1.707 1.697 -1.411  0.692
C22 2.527 0.586 -0.825  -1.354
H1 -1.362 -3.111 0.976  0.526
H2 -1.003 -1.833 -0.298  0.278
H3 -2.077 -3.199 -0.639  0.502
H4 -4.012 -3.484 1.201  0.531
H5 -6.035 -2.308 1.916  0.450
H6 -6.148 0.162 1.755  0.452
H7 -4.261 1.418 0.816  0.597
H8 -2.157 0.853 -0.927  0.478
H9 -2.288 1.226 2.548  0.563
H10 2.422 3.275 0.985  0.581
H11 2.723 4.364 3.185  0.487
H12 0.992 4.256 4.899  0.483
H13 -1.113 3.418 5.747  0.425
H14 -2.021 2.179 4.873  0.364
H15 -2.166 3.878 4.425  0.363
H16 -1.019 3.653 -0.856  0.556
H17 -0.160 4.759 -2.889  0.528
H18 1.879 3.899 -3.983  0.508
H19 3.047 1.951 -3.058  0.565
H20 2.984 -0.018 -1.612  0.636
H21 1.977 -0.054 -0.061  0.356
H22 3.355 1.011 -0.248  0.430
I1 4.012 -1.861 1.479  0.154
C23 2.759 -1.716 3.212  -0.932
I2 0.726 -1.129 2.707  0.160
H23 3.154 -0.964 3.889  0.531
H24 2.693 -2.687 3.695  0.478
C24 2.007 -5.058 -0.352  -1.064
C25 2.399 -5.192 -1.679  -0.620
C26 2.119 -4.163 -2.559  -1.144
C27 1.498 -3.007 -2.090  1.091
N4 1.232 -2.842 -0.772  0.551
C28 1.446 -3.867 0.060  0.028
C29 0.999 -1.939 -2.952  0.962
C30 1.061 -1.973 -4.347  -1.168
C31 0.462 -0.969 -5.087  -0.872
C32 -0.215 0.036 -4.408  -1.281
C33 -0.226 0.008 -3.027  0.302
N5 0.372 -0.935 -2.297  0.564
H25 2.143 -5.863 0.350  0.467
H26 2.883 -6.092 -2.020  0.503
H27 2.360 -4.263 -3.603  0.499
H28 1.155 -3.736 1.098  0.431
H29 1.559 -2.788 -4.845  0.492
H30 0.503 -0.972 -6.165  0.492
H31 -0.734 0.820 -4.935  0.547
H32 -0.727 0.795 -2.482  0.348


No. 3
Below is a cluster of 2 separate species, C3H8NO2 in total at a distorted geometry, with properties calculated with ωB97M-V/def2-TZVPD.

Properties
Total charge = 0
HOMO level (spin up / spin down) = -3.4 / -8.2 eV
Orbital gap (spin up / spin down) = 3.535 / 8.618 eV
Energy above the lowest of the compared OMol25 structures with the same formula, charge and spin = 220.1 kJ/mol
Multiplicity = 2

Last column: Mulliken charge in e.
Element x y z (Å)
O1 -0.354 -1.566 0.988  -0.676
C1 0.414 -0.815 1.591  -0.268
C2 1.357 0.098 0.763  -0.528
N1 1.182 -0.191 -0.667  -0.218
H1 0.615 -0.707 2.690  0.345
H2 1.212 1.180 0.965  0.267
H3 2.386 -0.124 1.134  0.314
H4 1.819 0.362 -1.245  0.357
H5 1.284 -1.228 -0.780  0.371
H6 0.177 0.037 -0.933  0.333
O2 -1.318 0.670 -1.328  -0.563
C3 -2.530 0.741 -1.131  -0.215
H7 -3.234 1.092 -1.885  0.261
H8 -3.010 0.449 -0.162  0.222


No. 4
Below is a structure of composition C2H6MgO10S2 at a distorted geometry, with properties calculated with ωB97M-V/def2-TZVPD.

Properties
Total charge = -4
HOMO level = 5.4 eV
Orbital gap = 4.133 eV
Energy above the lowest of the compared OMol25 structures with the same formula, charge and spin = 20.0 kJ/mol

Last column: Mulliken charge in e.
Element x y z (Å)
Mg1 -18.337 -0.725 -3.393  1.179
S1 -17.678 -2.344 -0.562  1.095
O1 -17.779 -1.801 -1.977  -0.431
O2 -18.409 -3.619 -0.487  -0.727
O3 -16.219 -2.550 -0.276  -0.821
O4 -18.232 -1.365 0.399  -0.772
S2 -21.133 -2.156 -3.364  0.916
O5 -20.023 -1.396 -4.045  -0.594
O6 -20.879 -3.616 -3.351  -0.737
O7 -21.175 -1.686 -1.957  -0.724
O8 -22.468 -1.812 -3.959  -0.811
C1 -19.410 2.052 -3.008  -0.704
O9 -18.964 0.902 -2.457  -0.705
H1 -19.778 1.943 -4.059  0.147
H2 -20.289 2.480 -2.465  0.201
H3 -18.600 2.835 -3.020  0.170
C2 -15.815 -0.412 -5.001  -0.724
O10 -17.129 -0.700 -4.942  -0.568
H4 -15.251 -0.777 -4.105  0.222
H5 -15.228 -0.928 -5.807  0.217
H6 -15.562 0.676 -5.023  0.173


no.,total energy (Ha)
1,-406.84397
2,-2212.00203
3,-324.18063
4,-1828.42520